# 1
8
Properties=species:S:1:pos:R:3 method="wB97M-V/def2-TZVPD" e_homo_ev="-9.38 / -9.21" spin_multiplicity=1 orbital_gap_ha="0.280 / 0.279" lumo_ha="-0.065 / -0.060"
P 0.084 -1.675 0.948
F -0.745 -2.988 0.694
O 0.994 3.422 -1.796
O -0.857 2.242 -0.888
C -0.026 2.887 -1.333
C 1.719 -2.266 0.816
H -1.097 -1.307 1.472
H -0.072 -0.316 0.086

# 2
8
Properties=species:S:1:pos:R:3 method="wB97M-V/def2-TZVPD" e_homo_ev="-13.45 / -17.42" spin_multiplicity=4 orbital_gap_ha="0.301 / 0.444" total_charge=+1 lumo_ha="-0.193 / -0.196"
V -0.564 1.229 -0.545
F -1.442 2.670 -0.929
O 0.435 -2.140 1.726
O 0.203 -0.408 -0.362
C 0.758 -1.661 0.742
C 1.454 -1.063 -0.416
H 1.563 -1.806 -1.221
H 2.329 -0.484 -0.080

# 3
8
Properties=species:S:1:pos:R:3 method="wB97M-V/def2-TZVPD" e_homo_ev=-3.91 spin_multiplicity=1 smiles="O=C([O-])[C@H](O)F" orbital_gap_ha=0.302 total_charge=-1 lumo_ha=0.158
F 0.647 -1.617 -0.490
O -1.958 -0.484 0.616
O -1.138 1.257 -0.623
O 1.399 0.542 -0.370
C 0.574 -0.388 0.246
C -1.118 0.219 0.078
H 0.684 -0.726 1.375
H 0.910 1.197 -0.832

Asked for energy above the lowest of the compared OMol25 structures with the same formula, charge and spin across the records above, the calculation gives 159.7, 27.1, 0.0 kcal per mole in order.
Asked for E across the records above, the calculation gives -18201.2024, -34596.6714, -10967.6612 eV in order.